This record from the OMol25 dataset describes C31H46Cl2NPRu as an isolated structure. The level of theory is wB97M-V/def2-TZVPD.

Positions of all 82 atoms, in Å:
C: 1.07866 3.25417 -0.71339
C: -4.04627 0.61853 -3.31413
C: -0.45951 -4.48787 1.20598
H: -3.71741 -1.18011 -4.40262
H: -2.35484 2.98694 -0.60387
H: 3.22913 0.80003 -4.05225
H: 0.29711 -0.01677 -4.36495
H: 3.87902 -1.57929 -4.37712
H: -3.47475 -2.76569 -2.63407
H: 1.97834 0.66067 -1.89613
H: -4.73067 1.01206 -2.54498
C: 0.28040 -1.15317 6.27493
C: -1.96417 0.28905 -1.90239
H: -2.10332 5.21535 0.51680
Ru: 0.08727 -0.37218 2.35502
H: -2.46812 0.45913 -0.92235
H: -0.39494 3.62695 -2.37224
H: 1.25034 5.18412 -1.63901
C: 2.34820 -4.42193 1.40863
H: 0.92282 1.59651 -4.02214
C: -2.60568 1.09641 -3.02056
C: -3.46170 -1.70877 -2.34070
H: 3.40947 -1.36402 -1.95415
C: 0.27939 -5.68585 1.20731
C: 1.09247 0.20685 -2.36706
C: 2.46056 0.10256 -4.41957
H: 0.17004 5.39732 1.20543
C: 1.20668 4.79290 -0.59604
H: 1.02633 2.71583 0.27911
H: -1.49762 -2.04924 0.95721
H: 1.94209 2.85397 -1.26145
H: 2.18801 -1.99039 -4.69827
H: 0.03067 6.53929 -0.12439
H: 2.47308 0.23449 -5.51270
H: 0.01888 -1.92648 6.94466
C: 1.68366 -5.64562 1.30995
C: 2.83446 -1.35474 -4.07154
H: 1.72806 1.86051 6.41465
Cl: -1.95581 0.69252 2.58962
H: -1.69373 5.31267 -1.20904
H: 0.94768 0.82751 8.72733
H: 1.20307 -1.45780 -0.91825
H: 2.11694 -2.28002 1.49690
H: -4.40338 1.08943 -4.24215
H: -2.63527 2.15898 -2.76133
H: 1.00808 -0.99158 8.68979
H: 2.15794 5.07883 -0.11720
C: -2.00985 -1.25598 -2.06180
C: -1.34562 3.34606 -0.36884
H: 2.49441 -0.01191 8.31771
Cl: 2.31555 0.09746 1.72373
H: 2.25416 -6.58520 1.31100
C: -0.27551 2.98283 -1.44352
C: -4.18093 -0.90627 -3.44624
N: 0.41721 -0.18394 4.21075
H: -1.66443 -1.73799 -1.12585
H: -0.23395 -6.64006 1.14358
H: -5.24501 -1.20335 -3.52253
C: 1.26672 1.00019 5.99506
P: -0.31921 1.15907 -1.66114
C: 2.59903 -1.76509 -2.58866
H: -1.37953 -1.62702 -2.88471
C: 0.95120 0.95357 4.64669
C: 1.09059 0.52926 -3.83905
C: -0.50100 -1.94342 1.48725
C: 1.60072 -3.23044 1.43842
H: 2.70576 -2.85627 -2.50737
H: -4.05576 -1.68603 -1.40797
H: -2.01576 1.01697 -3.94988
C: -1.35864 4.88804 -0.23097
C: 0.97498 -0.07078 6.77374
C: 0.21202 -3.25250 1.39019
H: -1.53551 -4.50333 1.06723
H: 0.43461 -1.91625 -2.45144
C: -0.05373 -1.19222 4.96793
C: 0.02392 5.47156 0.12188
H: -1.02016 2.82520 0.57687
H: 1.11383 1.75476 3.94302
C: 1.38256 -0.06672 8.23411
C: 1.23755 -1.30904 -2.01546
H: -0.67034 -1.93678 4.46953
H: 3.42844 -4.37649 1.47944

HOMO-LUMO gap (alpha / beta): 4.776 / 4.440 eV
spin multiplicity: 5
total charge: 0
E: -2620.0646 Ha